A structure of composition C32H80CdO17Zn at a distorted geometry, computed with ωB97M-V with the def2-TZVPD basis set.

HOMO energy: -0.4796 Eh
E: -122258.0957 eV
energy above the lowest of the compared OMol25 structures with the same formula, charge and spin: 0.0 kcal/mol

```
! RIJCOSX wB97M-V def2-TZVPD def2/J DEFGRID3
* xyz 2 1
Zn 9.5694 -6.7551 -8.9537
Cd 7.7430 -3.2900 -15.7793
C 8.2302 -3.8821 -11.6005
C 8.7002 -4.9638 -10.8298
C 9.1381 -6.2489 -11.6072
O 9.4954 -7.1980 -10.8818
C 9.0985 -6.2946 -13.0166
C 8.6583 -5.1908 -13.6945
C 8.2219 -3.9304 -12.9647
O 7.8152 -2.9150 -13.6337
O 8.6364 -5.2421 -14.9872
O 8.8411 -5.0306 -9.5972
H 7.9205 -2.9891 -11.0735
H 9.3577 -7.2338 -13.4826
C 11.7274 -10.5491 -9.0000
C 10.9879 -9.3801 -9.6617
O 10.0861 -8.7418 -8.7361
H 12.4693 -10.2481 -8.2594
H 12.2899 -11.0948 -9.7579
H 11.0341 -11.2651 -8.5505
H 10.4481 -9.8322 -10.4948
H 11.7091 -8.6860 -10.0788
H 9.6144 -9.4698 -8.3135
C 11.3168 -5.9945 -5.2087
C 10.2721 -6.8706 -5.8795
O 9.5722 -6.1707 -6.9212
H 11.9461 -5.4508 -5.9071
H 11.9731 -6.6290 -4.6027
H 10.9220 -5.3252 -4.4413
H 9.5440 -7.2049 -5.1361
H 10.7595 -7.7621 -6.2690
H 9.0951 -5.4192 -6.5488
C 4.4325 -0.7254 -16.3150
C 5.6803 -1.3271 -16.9652
O 6.7788 -1.4407 -16.0293
H 4.5446 0.3083 -15.9926
H 4.0902 -1.3445 -15.4843
H 3.6430 -0.7018 -17.0696
H 5.9574 -0.6180 -17.7507
H 5.4481 -2.3079 -17.3784
H 6.8373 -0.5547 -15.5913
C 4.6283 -3.4255 -12.5814
C 4.8117 -4.8481 -12.0774
O 5.5666 -5.6607 -12.9770
H 4.4985 -3.4304 -13.6643
H 5.4514 -2.8281 -12.1926
H 3.6876 -3.0463 -12.1772
H 3.8303 -5.2945 -11.8780
H 5.3220 -4.8890 -11.1115
H 5.5160 -5.2761 -13.8546
C 12.2380 -3.9524 -8.6124
C 12.2750 -5.1165 -9.5916
O 11.6149 -6.2726 -8.9941
H 12.5259 -3.0178 -9.0988
H 12.9504 -4.0820 -7.7954
H 11.2437 -3.8212 -8.1898
H 13.2717 -5.4377 -9.8867
H 11.7167 -4.8058 -10.4739
H 12.2981 -6.7410 -8.5011
C 7.0036 -1.1225 -8.8788
C 6.1385 -2.3556 -8.5984
O 6.2209 -2.6892 -7.2194
H 8.0373 -1.4400 -8.7463
H 6.7501 -0.3044 -8.2045
H 6.8545 -0.7398 -9.8915
H 6.5285 -3.2111 -9.1550
H 5.0998 -2.2110 -8.9183
H 5.8716 -1.9398 -6.7240
C 10.1618 -0.1425 -16.6472
C 10.1914 -1.3984 -15.7636
O 9.6185 -2.5201 -16.4600
H 10.4093 0.7379 -16.0539
H 9.1887 0.0494 -17.1047
H 10.8568 -0.2267 -17.4846
H 9.6150 -1.1710 -14.8664
H 11.2196 -1.5349 -15.4305
H 10.3086 -2.8713 -17.0399
C 6.3704 0.3205 -12.8789
C 6.8754 1.5048 -13.6789
O 7.2033 1.0450 -15.0045
H 7.1457 -0.4047 -12.6373
H 5.5374 -0.1797 -13.3738
H 5.9825 0.7158 -11.9367
H 7.7884 1.9027 -13.2272
H 6.1655 2.3325 -13.7199
H 7.6632 1.7329 -15.4965
C 5.5495 -6.4479 -7.7732
C 6.6596 -7.4425 -7.6066
O 7.4961 -7.4360 -8.7906
H 5.9376 -5.4519 -7.9945
H 4.9460 -6.3550 -6.8681
H 4.8839 -6.7454 -8.5881
H 6.2564 -8.4308 -7.3660
H 7.2762 -7.1968 -6.7421
H 6.9560 -7.8485 -9.4772
C 12.3856 -4.3314 -14.8120
C 12.0222 -3.8465 -13.4031
O 12.7460 -2.6954 -13.0285
H 12.1945 -3.4783 -15.4576
H 11.7476 -5.1869 -15.0453
H 13.4123 -4.6934 -14.8433
H 12.0507 -4.6504 -12.6563
H 10.9578 -3.5755 -13.4242
H 13.5901 -2.9690 -12.6537
C 14.0565 -7.3588 -12.4385
C 12.8883 -8.2957 -12.7105
O 13.0974 -9.5286 -12.0537
H 14.9057 -7.6816 -13.0385
H 14.3055 -7.3491 -11.3756
H 13.8275 -6.3204 -12.6890
H 12.7432 -8.4143 -13.7900
H 11.9610 -7.8138 -12.3537
H 12.3637 -10.1291 -12.3121
C 9.6226 -7.5460 -18.3445
C 9.8932 -8.1811 -16.9791
O 10.6223 -7.2518 -16.1620
H 9.1762 -6.5546 -18.2214
H 9.0005 -8.1624 -18.9895
H 10.5860 -7.3144 -18.8013
H 10.5201 -9.0638 -17.0966
H 8.9864 -8.4494 -16.4312
H 9.9703 -6.7095 -15.7056
C 9.6791 -10.3496 -13.7669
C 10.4875 -11.6268 -13.6405
O 11.3119 -11.5741 -12.4886
H 9.0278 -10.3609 -14.6407
H 10.2970 -9.4519 -13.8845
H 9.0943 -10.1853 -12.8577
H 11.1097 -11.7528 -14.5323
H 9.7706 -12.4513 -13.6162
H 11.3371 -12.4105 -12.0187
*
```